[1]
This record from OMol25 describes a molecular structure, C13H22NO in a non-equilibrium geometry. The level of theory is the ωB97M-V functional and the def2-TZVPD basis.

Cartesian coordinates (Å):
C (1.299, 2.123, 3.958)
H (1.111, 1.487, 4.724)
H (0.997, 2.993, 4.029)
C (0.738, 1.533, 2.686)
H (1.221, 2.193, 1.785)
C (1.055, 0.160, 2.572)
C (2.428, 0.035, 2.222)
H (3.270, 0.112, 2.957)
H (2.814, -1.269, 2.028)
H (2.780, 0.426, 1.198)
H (0.750, -0.679, 3.551)
N (0.287, -0.609, 1.540)
H (0.350, 0.292, 0.556)
H (0.574, -1.419, 1.057)
C (-1.071, -0.877, 1.749)
H (-1.798, 0.148, 2.180)
H (-1.186, -1.408, 2.504)
C (-1.939, -1.348, 0.533)
O (-1.011, -1.716, -0.656)
C (-0.837, -0.457, -1.310)
C (-0.943, 0.814, -0.981)
C (-0.806, 1.888, -1.681)
C (-0.044, 1.557, -2.957)
C (0.196, 0.367, -3.250)
C (0.143, -0.990, -2.531)
C (0.293, -2.192, -2.984)
H (1.113, -2.405, -2.278)
H (0.672, -2.371, -3.914)
H (-0.651, -2.678, -2.763)
H (0.835, 0.189, -4.295)
H (0.346, 2.327, -3.630)
H (-0.791, 2.874, -1.560)
H (-1.678, 1.029, -0.158)
H (-2.168, -2.341, 0.700)
H (-2.735, -0.766, 0.236)
H (-0.481, 1.464, 2.887)
H (2.613, 2.046, 3.840)

Calculated values
charge	+1
LUMO level	-2.9	eV
gap between HOMO and LUMO	0.298	Ha
HOMO energy	-11.04	eV
DFT total energy	-637.7976	Ha

[2]
This record from OMol25 describes a molecular structure, C13H22NO13P2S2 in a non-equilibrium geometry. The level of theory is the ωB97M-V functional and the def2-TZVPD basis.

Cartesian coordinates (Å):
O (0.404, -0.084, 7.392)
P (-0.844, 0.087, 6.627)
O (-1.699, -1.255, 6.660)
O (-1.721, 1.260, 7.284)
P (-0.299, 0.492, 4.572)
S (-2.167, 0.328, 3.495)
O (-3.131, -0.057, 4.508)
O (-2.431, 1.620, 2.894)
N (-2.085, -0.877, 2.471)
S (-0.996, -0.699, 1.294)
O (-0.189, 0.505, 1.411)
O (-0.224, -1.908, 1.166)
C (-1.983, -0.564, -0.227)
C (-1.377, -1.408, -1.313)
C (-2.103, -2.479, -1.828)
C (-1.546, -3.276, -2.823)
C (-0.277, -3.017, -3.317)
C (0.443, -1.932, -2.827)
C (-0.113, -1.146, -1.827)
H (-1.380, -1.749, 7.425)
H (-2.641, 1.003, 7.410)
H (-0.030, 1.872, 4.596)
H (-2.056, 0.477, -0.512)
H (-2.948, -0.984, 0.027)
H (-3.095, -2.691, -1.464)
H (-2.102, -4.112, -3.218)
H (0.144, -3.658, -4.073)
H (1.423, -1.724, -3.222)
H (0.456, -0.311, -1.447)
C (6.341, -1.927, -4.532)
O (6.260, -3.308, -4.891)
C (5.043, -3.832, -4.751)
O (4.065, -3.250, -4.367)
O (5.096, -5.115, -5.109)
C (3.845, -5.799, -4.998)
H (7.374, -1.630, -4.690)
H (5.690, -1.327, -5.164)
H (6.080, -1.786, -3.485)
H (3.101, -5.344, -5.648)
H (3.495, -5.795, -3.968)
H (4.027, -6.822, -5.315)
C (-1.411, 3.777, 1.117)
O (-1.970, 4.959, 0.498)
C (-2.128, 5.990, 1.306)
O (-1.848, 6.045, 2.474)
O (-2.663, 6.999, 0.597)
C (-2.886, 8.181, 1.358)
H (-1.334, 3.024, 0.340)
H (-0.416, 3.989, 1.504)
H (-2.053, 3.403, 1.907)
H (-1.949, 8.567, 1.758)
H (-3.585, 7.991, 2.171)
H (-3.315, 8.910, 0.676)

Calculated values
charge	-1
LUMO level	2.1	eV
gap between HOMO and LUMO	0.301	Ha
HOMO energy	-6.05	eV
DFT total energy	-3020.6874	Ha

[3]
This record from OMol25 describes a molecular structure, C13H23AsClCrNO3Se2 in a non-equilibrium geometry. The level of theory is the ωB97M-V functional and the def2-TZVPD basis.

Cartesian coordinates (Å):
Cr (1.281, -0.947, -1.554)
C (0.806, -1.205, 2.343)
Se (2.001, -1.582, 0.858)
C (1.574, -3.481, 0.679)
C (0.171, -3.727, 0.167)
Se (-0.168, -2.958, -1.596)
C (0.870, -4.191, -2.677)
H (1.150, -1.784, 3.196)
H (-0.225, -1.453, 2.103)
H (0.886, -0.146, 2.573)
H (1.711, -3.932, 1.662)
H (2.339, -3.879, 0.013)
H (-0.580, -3.281, 0.817)
H (-0.045, -4.794, 0.098)
H (0.440, -5.180, -2.545)
H (1.918, -4.163, -2.397)
H (0.755, -3.862, -3.706)
O (3.960, -0.578, -3.280)
N (3.376, -0.763, -2.276)
O (2.926, 0.189, -1.502)
O (3.019, -1.944, -1.849)
Cl (0.739, -0.694, -3.694)
C (-0.811, 2.008, -2.435)
As (-0.369, 0.773, -1.021)
C (-2.143, 0.267, -0.435)
C (0.379, 2.022, 0.304)
C (-0.606, 2.687, 1.222)
C (-0.774, 4.068, 1.174)
C (-1.643, 4.706, 2.049)
C (-2.356, 3.971, 2.983)
C (-2.200, 2.592, 3.037)
C (-1.333, 1.958, 2.163)
H (-1.398, 2.818, -2.003)
H (-1.383, 1.494, -3.203)
H (0.103, 2.399, -2.877)
H (-2.643, 1.146, -0.034)
H (-2.122, -0.520, 0.317)
H (-2.672, -0.095, -1.315)
H (0.885, 2.767, -0.313)
H (1.158, 1.497, 0.858)
H (-0.215, 4.650, 0.452)
H (-1.755, 5.781, 2.003)
H (-3.030, 4.469, 3.666)
H (-2.756, 2.013, 3.762)
H (-1.216, 0.881, 2.215)

Calculated values
charge	+1
LUMO level (spin up / spin down)	-3.8 / -3.9	eV
gap between HOMO and LUMO (spin up / spin down)	0.297 / 0.293	Ha
HOMO energy (spin up / spin down)	-11.90 / -11.88	eV
DFT total energy	-9332.6428	Ha
spin multiplicity	4

[4]
This record from OMol25 describes a molecular structure, C13H23AsN2O4RhSe in a non-equilibrium geometry. The level of theory is the ωB97M-V functional and the def2-TZVPD basis.

Cartesian coordinates (Å):
Rh (9.312, 8.082, 7.340)
O (11.887, 4.580, 7.192)
C (11.060, 5.301, 6.817)
O (10.228, 5.968, 6.325)
C (9.391, 5.745, 9.137)
O (8.916, 5.012, 9.962)
O (9.361, 7.028, 9.111)
C (7.573, 6.583, 4.286)
C (6.649, 7.750, 4.633)
As (7.063, 8.639, 6.367)
C (5.768, 7.897, 7.598)
C (5.777, 6.353, 7.431)
C (6.568, 10.548, 6.199)
C (5.395, 10.904, 5.390)
H (7.038, 5.722, 3.811)
H (8.057, 6.043, 5.107)
H (8.382, 6.885, 3.666)
H (5.563, 7.572, 4.574)
H (6.701, 8.522, 3.857)
H (4.757, 8.276, 7.332)
H (6.033, 8.275, 8.626)
H (5.654, 6.134, 6.345)
H (4.919, 5.800, 7.859)
H (6.593, 5.739, 7.817)
H (7.451, 11.021, 5.887)
H (6.430, 10.817, 7.205)
H (5.295, 10.471, 4.433)
H (5.391, 12.006, 5.269)
H (4.533, 10.667, 6.040)
C (11.573, 12.563, 5.962)
N (11.580, 11.980, 7.251)
C (11.802, 12.699, 8.426)
C (11.782, 11.764, 9.442)
N (11.459, 10.526, 8.889)
C (11.615, 9.270, 9.612)
C (11.403, 10.671, 7.542)
Se (11.294, 9.234, 6.422)
H (10.969, 13.482, 5.984)
H (11.127, 11.996, 5.131)
H (12.625, 12.814, 5.637)
H (11.994, 13.730, 8.515)
H (11.736, 12.010, 10.492)
H (11.746, 8.444, 8.933)
H (10.758, 9.054, 10.209)
H (12.505, 9.359, 10.211)

Calculated values
charge	+1
LUMO level (spin up / spin down)	-2.5 / -4.7	eV
gap between HOMO and LUMO (spin up / spin down)	0.284 / 0.275	Ha
HOMO energy (spin up / spin down)	-10.20 / -12.21	eV
DFT total energy	-5667.0669	Ha
spin multiplicity	5

[5]
This record from OMol25 describes a molecular structure, C13H23BBrCdF4O3P2S2. The level of theory is the ωB97M-V functional and the def2-TZVPD basis.

Cartesian coordinates (Å):
Cd (0.531, -0.314, 0.600)
C (2.269, 1.513, 6.149)
C (3.126, 1.762, 4.911)
O (3.347, 0.584, 4.165)
P (2.436, 0.344, 2.706)
S (2.870, 0.544, 0.222)
S (0.477, 0.240, 3.226)
O (2.795, -1.254, 2.663)
C (4.108, -1.675, 2.329)
C (4.732, -2.400, 3.512)
H (2.033, 2.460, 6.645)
H (2.789, 0.859, 6.851)
H (1.347, 1.030, 5.835)
H (4.108, 2.143, 5.218)
H (2.651, 2.531, 4.284)
H (4.720, -0.815, 2.046)
H (4.035, -2.336, 1.463)
H (4.781, -1.725, 4.367)
H (5.739, -2.734, 3.248)
H (4.128, -3.267, 3.785)
C (-2.844, 2.989, 0.123)
P (-1.210, 2.896, -0.642)
C (-1.438, 2.146, -2.279)
C (-0.774, 4.643, -0.988)
O (-0.185, 2.219, 0.179)
H (-3.520, 3.657, -0.412)
H (-2.705, 3.325, 1.151)
H (-3.262, 1.985, 0.153)
H (-2.133, 2.721, -2.892)
H (-1.834, 1.141, -2.116)
H (-0.462, 2.078, -2.759)
H (-1.530, 5.123, -1.612)
H (0.193, 4.670, -1.490)
H (-0.690, 5.173, -0.040)
Br (-0.200, -7.135, -0.579)
C (-0.013, -5.242, -0.247)
C (0.307, -4.808, 1.025)
C (0.463, -3.441, 1.239)
C (0.322, -2.495, 0.220)
C (-0.009, -2.999, -1.043)
C (-0.179, -4.358, -1.292)
H (0.424, -5.522, 1.831)
H (0.720, -3.111, 2.241)
H (-0.142, -2.316, -1.876)
H (-0.446, -4.715, -2.279)
F (-2.261, -0.327, -0.116)
B (-3.624, -0.460, -0.492)
F (-3.783, 0.164, -1.763)
F (-4.435, 0.219, 0.444)
F (-3.991, -1.804, -0.569)

Calculated values
charge	-2
LUMO level (spin up / spin down)	4.2 / 4.2	eV
gap between HOMO and LUMO (spin up / spin down)	0.166 / 0.212	Ha
HOMO energy (spin up / spin down)	-0.31 / -1.55	eV
DFT total energy	-5380.4192	Ha
spin multiplicity	2

[6]
This record from OMol25 describes a molecular structure, C13H23BEuF4NP in a non-equilibrium geometry. The level of theory is the ωB97M-V functional and the def2-TZVPD basis.

Cartesian coordinates (Å):
C (3.382, 1.248, 0.526)
C (2.581, 0.817, 1.577)
C (1.491, -0.049, 1.349)
C (1.228, -0.460, 0.046)
C (1.989, 0.012, -1.018)
C (3.109, 0.833, -0.772)
C (0.650, -0.482, 2.524)
C (-0.245, 0.666, 3.092)
N (-1.187, 1.215, 2.143)
Eu (0.179, -2.605, -0.904)
C (1.563, -0.297, -2.455)
P (-0.313, -0.254, -2.583)
H (2.797, 1.141, 2.597)
H (3.718, 1.166, -1.618)
H (4.216, 1.918, 0.718)
H (1.904, -1.304, -2.796)
H (1.936, 0.444, -3.176)
H (0.005, -1.336, 2.268)
H (1.305, -0.811, 3.345)
H (-0.843, 0.260, 3.932)
C (-0.613, -0.475, -4.357)
C (-0.561, 1.545, -2.365)
H (0.390, 1.484, 3.475)
C (-0.893, 2.410, 1.413)
C (-2.533, 0.710, 2.119)
H (-1.488, -0.678, -0.182)
H (-1.186, 3.303, 1.996)
H (0.184, 2.474, 1.191)
H (-1.464, 2.420, 0.472)
H (-3.191, 1.301, 2.782)
H (-2.948, 0.769, 1.102)
H (-2.554, -0.340, 2.454)
H (-0.180, 2.091, -3.238)
H (-1.632, 1.756, -2.236)
H (-0.033, 1.902, -1.469)
H (-0.034, 0.257, -4.928)
H (-0.331, -1.492, -4.663)
H (-1.687, -0.331, -4.549)
H (-0.971, -0.365, 0.229)
F (-0.448, -3.787, 1.216)
B (-1.615, -4.237, 0.438)
F (-2.197, -3.000, -0.073)
F (-1.020, -4.833, -0.754)
F (-2.459, -5.008, 1.134)

Calculated values
LUMO level (spin up / spin down)	-0.6 / -0.6	eV
gap between HOMO and LUMO (spin up / spin down)	0.246 / 0.249	Ha
HOMO energy (spin up / spin down)	-7.29 / -7.34	eV
DFT total energy	-2040.0600	Ha
spin multiplicity	8